#P
ORCA calculation (ωB97M-V/def2-TZVPD) on a 2-piece molecular cluster, C6H16O overall.

The geometry in XYZ format:
```
23
Properties=species:S:1:pos:R:3:nbo_charge:R:1
C -1.307 2.603 0.970 -0.055
C 0.087 2.345 1.536 -0.641
O -2.341 2.697 1.932 -0.728
H -1.368 3.545 0.428 0.180
H -1.549 1.785 0.287 0.150
H 0.027 1.477 2.201 0.203
H -2.389 1.970 2.534 0.465
H 0.604 3.188 1.979 0.216
H 0.701 1.914 0.737 0.212
C 0.295 -1.129 -0.921 -0.226
C 1.778 -0.801 -1.034 -0.613
C -0.079 -2.118 -2.035 -0.604
C -0.003 -1.910 0.421 -0.606
H -0.296 -0.217 -0.899 0.199
H 2.054 -0.639 -2.079 0.205
H 0.396 -3.088 -1.983 0.210
H -1.160 -2.191 -2.111 0.209
H 0.173 -1.612 -2.983 0.199
H -0.445 -2.879 0.205 0.204
H 0.911 -2.137 0.963 0.204
H 2.445 -1.572 -0.636 0.204
H 2.162 0.103 -0.544 0.209
H -0.696 -1.334 1.032 0.203
```

Values from the calculation:
HOMO-LUMO gap: 11.210 eV
structure (SMILES): CC(C)C.CCO

---

#Q
ORCA calculation (ωB97M-V/def2-TZVPD) on a 2-piece molecular cluster, C6H16O overall.

The geometry in XYZ format:
```
23
Properties=species:S:1:pos:R:3:nbo_charge:R:1
C 1.318 -2.181 -1.104 -0.615
C -0.121 1.493 -0.490 -0.606
C -0.655 -0.133 -2.311 -0.621
C -1.217 -0.657 0.089 -0.614
C 1.204 -0.754 -0.595 -0.402
C -0.159 -0.063 -0.859 -0.028
H 1.428 -2.077 -2.197 0.204
H 0.399 -2.754 -0.897 0.205
H 2.181 -2.747 -0.716 0.217
H -1.136 1.912 -0.384 0.210
H 0.414 2.058 -1.272 0.203
H 0.414 1.622 0.466 0.203
H -1.732 0.054 -2.462 0.216
H -0.411 -1.129 -2.717 0.208
H -0.084 0.626 -2.873 0.203
H -0.745 -0.555 1.081 0.200
H -1.440 -1.722 -0.087 0.205
H -2.165 -0.094 0.091 0.208
H 1.446 -0.768 0.485 0.201
H 1.922 -0.074 -1.092 0.201
O -0.428 2.894 6.231 -0.940
H -0.021 2.006 6.353 0.470
H -0.410 3.043 5.259 0.470
```

Values from the calculation:
HOMO-LUMO gap: 11.434 eV
structure (SMILES): CCC(C)(C)C.O

---

#R
ORCA calculation (ωB97M-V/def2-TZVPD) on a 2-piece molecular cluster, C6H16O overall.

The geometry in XYZ format:
```
23
Properties=species:S:1:pos:R:3:nbo_charge:R:1
C -0.971 -2.488 -0.759 -0.615
C 0.266 -1.525 -0.554 -0.401
C -0.235 -0.070 -0.626 -0.397
C -1.088 0.353 0.612 -0.399
C -0.311 0.736 1.869 -0.398
C 0.543 1.994 1.622 -0.616
H -0.761 -3.422 -0.220 0.209
H -1.747 -2.055 -0.150 0.188
H -1.374 -2.545 -1.763 0.211
H 0.771 -1.766 0.379 0.199
H 0.872 -1.750 -1.459 0.208
H 0.747 0.467 -0.778 0.183
H -0.870 0.061 -1.477 0.204
H -1.738 -0.492 0.795 0.201
H -1.661 1.226 0.304 0.199
H -1.059 0.974 2.645 0.207
H 0.319 -0.097 2.235 0.198
H 1.179 1.986 0.722 0.196
H 1.206 2.079 2.475 0.209
H 0.035 2.944 1.496 0.207
H 2.502 0.731 -2.061 0.465
H 1.337 1.609 -2.468 0.469
O 2.040 1.050 -2.839 -0.929
```

Values from the calculation:
HOMO-LUMO gap: 11.606 eV
structure (SMILES): CCCCCC.O

---

Most stable one: #Q, least stable one: #P.

---

#P
ORCA calculation (ωB97M-V/def2-TZVPD) on a 2-piece molecular cluster, C8H12NO2P overall.

The geometry in XYZ format:
```
24
Properties=species:S:1:pos:R:3:nbo_charge:R:1
C 3.177 -0.306 1.133 -0.200
C 2.461 0.916 1.140 -0.221
C 2.481 -1.509 0.798 -0.207
C 1.121 1.017 0.781 -0.162
C 1.122 -1.389 0.474 -0.189
C 0.475 -0.172 0.285 -0.148
C -1.138 -0.921 -1.512 -0.676
C -0.811 -0.104 -0.322 -0.101
N -2.274 -0.618 0.982 -0.895
O -2.999 1.104 -1.350 -1.024
O -0.827 2.313 -1.517 -1.029
P -1.727 1.549 -0.391 1.340
H 4.186 -0.375 1.486 0.218
H 2.995 1.900 1.423 0.221
H 2.982 -2.464 0.926 0.220
H 0.474 1.958 0.705 0.230
H 0.664 -2.369 0.096 0.212
H -2.032 -1.533 -1.290 0.250
H -1.246 -0.295 -2.355 0.241
H -0.403 -1.598 -1.737 0.209
H -3.889 0.943 -0.991 0.519
H -1.553 -1.299 1.126 0.337
H -2.198 -0.029 1.827 0.342
H -1.040 3.282 -1.717 0.513
```

Values from the calculation:
HOMO-LUMO gap: 8.659 eV

---

#Q
ORCA calculation (ωB97M-V/def2-TZVPD) on a 2-piece molecular cluster, C8H12NO2P overall.

The geometry in XYZ format:
```
24
Properties=species:S:1:pos:R:3:nbo_charge:R:1
C -1.767 -2.240 -0.174 -0.189
C -2.024 -1.554 -1.329 -0.234
C -1.901 -1.639 1.083 -0.212
C -2.197 -0.192 -1.221 -0.175
C -1.949 -0.229 1.180 -0.192
C -2.085 0.433 -0.002 -0.399
C 2.490 -0.534 0.347 -0.694
C 2.151 0.859 0.055 0.182
N 1.565 1.345 -0.935 -0.660
O -0.813 2.710 -1.214 -1.018
O -0.719 2.350 1.351 -1.081
P -1.609 2.216 0.205 1.941
H -1.566 -3.396 -0.213 0.217
H -1.890 -1.942 -2.282 0.217
H -1.899 -2.301 1.886 0.213
H -2.584 0.391 -2.050 0.223
H -1.877 0.444 1.993 0.247
H 2.295 -0.712 1.364 0.231
H 1.834 -1.200 -0.206 0.220
H 3.496 -0.834 0.226 0.236
H 1.422 0.669 -1.796 0.342
H 0.156 2.593 -1.058 0.527
H 2.318 1.546 0.887 0.174
H -2.671 3.010 -0.066 -0.114
```

Values from the calculation:
HOMO-LUMO gap: 10.400 eV
structure (SMILES): O=[P@@H](O)c1ccccc1.[H]/N=C\C

---

Most stable one: #Q, least stable one: #P.